[1]
Formula: CHIP2
Source: the Open Molecules 2025 dataset
Level of theory: the ωB97M-V functional and the def2-TZVPD basis

Properties
Orbital gap (spin up / spin down)   6.68 / 6.68 eV
Calculated total energy   -1018.97178 Ha
E_HOMO (spin up / spin down)   -0.301 / -0.301 Ha
LUMO (spin up / spin down)   -1.5 / -1.5 eV
Energy above the lowest of the compared OMol25 structures with the same formula, charge and spin   59.5 kcal per mole
Max |F|   2.43 eV/Å

The geometry in XYZ format:
```
5
Properties=species:S:1:pos:R:3:nbo_charge:R:1
I -1.217 -1.646 -1.690 0.18
P 1.567 -3.161 2.023 0.02
P 0.810 -1.800 0.878 0.52
C -0.395 -0.819 0.069 -0.98
H 0.052 0.220 -0.221 0.26
```

***

[2]
Formula: C24H23NO5
Source: the Open Molecules 2025 dataset
Level of theory: the ωB97M-V functional and the def2-TZVPD basis

Properties
Orbital gap   8.71 eV
Calculated total energy   -1359.34905 Ha
SMILES   COc1ccc(CCNC(=O)c2ccccc2-c2ccccc2C(=O)O)cc1OC
E_HOMO   -0.304 Ha
LUMO   0.4 eV
Energy above the lowest of the compared OMol25 structures with the same formula, charge and spin   0.0 kcal per mole
Max |F|   0.54 eV/Å

The geometry in XYZ format:
```
53
Properties=species:S:1:pos:R:3:nbo_charge:R:1
O -4.125 -0.300 -1.659 -0.63
O 2.328 -1.072 -0.213 -0.68
O 3.122 0.962 3.006 -0.51
O 0.330 -2.021 -0.485 -0.62
O 1.635 -1.441 2.611 -0.53
N -2.427 -0.854 -0.261 -0.63
C -3.041 -0.814 -1.462 0.65
C -0.874 1.025 1.730 -0.02
C -2.770 -2.628 -3.161 -0.18
C -0.356 2.567 -2.274 -0.17
C 3.815 2.166 3.216 -0.25
C 1.131 2.210 2.364 -0.28
C 2.640 -1.659 3.579 -0.24
C -2.005 -3.335 -4.071 -0.21
C -0.177 2.211 1.920 -0.20
C 1.242 1.375 -0.949 -0.14
C 1.076 -1.083 -0.666 0.80
C -2.242 -1.520 -2.515 -0.05
C -0.944 -1.097 -2.802 -0.07
C -0.182 -1.818 -3.713 -0.19
C 1.107 -0.184 2.450 0.32
C 0.665 0.169 -1.335 -0.22
C -0.912 1.371 -2.691 -0.24
C 1.806 1.022 2.619 0.21
C -0.706 -2.936 -4.337 -0.20
C -0.215 -0.158 2.019 -0.28
C -2.299 1.103 1.249 -0.42
C -2.982 -0.225 0.911 -0.23
C -0.403 0.159 -2.240 0.10
C 0.736 2.570 -1.421 -0.23
H 4.814 1.874 3.537 0.20
H 3.891 2.755 2.297 0.18
H -2.930 -0.912 1.760 0.19
H 1.182 3.504 -1.113 0.22
H -0.697 -1.117 1.914 0.23
H 1.636 3.154 2.492 0.22
H 2.390 -1.176 4.527 0.18
H 3.348 2.771 4.000 0.18
H -0.770 3.501 -2.626 0.22
H -1.749 1.366 -3.373 0.23
H 0.825 -1.491 -3.935 0.21
H -2.327 1.736 0.358 0.22
H -2.419 -4.200 -4.568 0.21
H -2.894 1.603 2.019 0.22
H -4.033 -0.026 0.682 0.24
H 2.673 -2.739 3.724 0.19
H 2.071 1.360 -0.260 0.23
H 2.473 -1.844 0.360 0.51
H -3.781 -2.932 -2.935 0.22
H 3.615 -1.302 3.242 0.19
H -0.662 3.154 1.715 0.21
H -0.101 -3.491 -5.038 0.21
H -1.526 -1.311 -0.197 0.43
```

***

[3]
Formula: C22H37N3P3RhSe
Source: the Open Molecules 2025 dataset
Level of theory: the ωB97M-V functional and the def2-TZVPD basis

Properties
Net charge   +2
Orbital gap   5.77 eV
Calculated total energy   -4560.31997 Ha
E_HOMO   -0.493 Ha
LUMO   -7.6 eV
Energy above the lowest of the compared OMol25 structures with the same formula, charge and spin   15.6 kcal per mole
Max |F|   0.66 eV/Å

The geometry in XYZ format:
```
67
Properties=species:S:1:pos:R:3:nbo_charge:R:1
Rh -1.021 -0.026 -0.526 0.17
Se -0.371 4.314 -1.915 0.10
P -2.418 -1.475 -1.423 1.38
P -0.550 -0.729 1.597 1.17
P 1.019 -0.669 -1.135 1.37
N -1.468 1.647 -1.490 -0.80
N 2.514 1.361 -0.046 -0.34
N 1.113 1.301 2.390 -0.38
C 0.072 -2.205 2.447 -0.96
C 4.176 4.007 1.774 -0.14
C 3.471 3.974 3.009 -0.14
C 2.115 2.174 2.193 0.22
C -2.986 -1.131 2.755 -0.62
C 1.589 -0.281 -2.864 -0.33
C 2.828 2.206 0.950 0.13
C -2.407 1.239 2.105 -0.63
C 2.464 3.082 3.222 -0.21
C -2.424 -1.309 -3.220 -0.98
C 1.756 -2.279 -0.777 -0.98
C 0.828 0.466 1.409 -0.17
C 3.869 3.147 0.764 -0.18
C 1.450 -1.583 -3.674 -0.62
C 0.800 0.848 -3.521 -0.62
C -1.372 0.169 4.130 -0.63
C -2.189 -3.220 -1.030 -0.98
C 1.543 0.498 0.175 -0.20
C 3.080 0.105 -2.827 -0.62
C -1.881 -0.069 2.700 -0.32
C -1.025 2.738 -1.666 0.12
C -4.080 -0.968 -0.929 -0.98
H -1.219 -3.556 -1.395 0.26
H -3.351 -1.415 1.770 0.19
H 3.746 4.674 3.786 0.25
H -0.276 0.683 -3.516 0.22
H 3.702 -0.637 -2.326 0.21
H 4.391 3.157 -0.182 0.25
H -2.665 -2.034 3.274 0.23
H 3.232 1.068 -2.352 0.25
H -3.228 -1.928 -3.626 0.27
H -4.797 -1.540 -1.524 0.28
H -0.514 0.834 4.159 0.25
H -1.650 2.024 2.109 0.24
H 1.629 -1.340 -4.721 0.26
H -2.605 -0.269 -3.492 0.28
H -4.219 0.093 -1.142 0.28
H -3.248 1.583 2.709 0.25
H 2.181 -2.336 -3.388 0.23
H 1.915 3.041 4.152 0.24
H -4.278 -1.157 0.121 0.26
H -1.485 -1.637 -3.649 0.25
H 1.129 0.914 -4.558 0.24
H 4.967 4.733 1.645 0.25
H -2.970 -3.811 -1.512 0.28
H -2.780 1.127 1.079 0.20
H -2.184 0.631 4.695 0.24
H -0.729 -2.930 2.588 0.27
H -3.827 -0.723 3.317 0.25
H 1.333 -3.066 -1.398 0.27
H 0.458 -2.029 -3.611 0.20
H 0.894 -2.692 1.939 0.25
H 1.002 1.809 -3.048 0.24
H 0.428 -1.883 3.427 0.28
H 3.419 0.164 -3.863 0.25
H 1.643 -2.542 0.264 0.25
H -2.242 -3.376 0.047 0.26
H 2.824 -2.202 -0.992 0.28
H -1.125 -0.764 4.635 0.22
```

***

[4]
Formula: C4H8N3
Source: the Open Molecules 2025 dataset
Level of theory: the ωB97M-V functional and the def2-TZVPD basis

Properties
Net charge   +1
Orbital gap   8.49 eV
Calculated total energy   -321.03090 Ha
E_HOMO   -0.524 Ha
LUMO   -5.8 eV
Energy above the lowest of the compared OMol25 structures with the same formula, charge and spin   163.4 kcal per mole
Max |F|   2.79 eV/Å

The geometry in XYZ format:
```
15
Properties=species:S:1:pos:R:3:nbo_charge:R:1
N 0.948 -1.111 -1.729 0.05
N 0.406 -0.106 -1.648 0.13
N -0.647 0.312 -0.154 -0.11
C -0.790 1.671 0.192 -0.24
C -1.059 1.060 1.595 -0.37
C -0.245 -0.166 1.118 -0.26
C 1.596 -2.142 -1.963 -0.17
H -2.103 0.829 1.760 0.25
H 0.809 -0.055 1.391 0.22
H 1.102 -3.033 -2.327 0.27
H -0.590 -1.179 1.334 0.23
H 2.671 -2.149 -1.853 0.26
H -0.632 1.609 2.426 0.26
H 0.114 2.279 0.218 0.23
H -1.579 2.180 -0.359 0.24
```

***

[5]
Formula: C5H6S2
Source: the Open Molecules 2025 dataset
Level of theory: the ωB97M-V functional and the def2-TZVPD basis

Properties
Orbital gap (spin up / spin down)   7.58 / 7.31 eV
Calculated total energy   -990.30602 Ha
E_HOMO (spin up / spin down)   -0.269 / -0.281 Ha
LUMO (spin up / spin down)   0.2 / -0.3 eV
Energy above the lowest of the compared OMol25 structures with the same formula, charge and spin   99.8 kcal per mole
Max |F|   3.26 eV/Å

The geometry in XYZ format:
```
13
Properties=species:S:1:pos:R:3:nbo_charge:R:1
S -3.574 -1.269 0.087 0.11
S -2.462 1.521 0.301 0.34
C 0.351 -0.463 -0.231 0.19
C -2.510 -0.102 0.011 -0.48
C 0.450 0.800 -0.189 -0.35
C 0.863 -1.740 -0.165 -0.73
C -0.590 1.963 -0.106 -0.47
H -0.744 2.649 -0.975 0.23
H -0.346 2.596 0.790 0.22
H 1.894 -1.816 -0.082 0.23
H 0.542 -2.100 0.809 0.25
H 0.604 -2.531 -0.891 0.25
H 1.365 1.313 -0.139 0.21
```

***

[6]
Formula: C10H21NO5
Source: the Open Molecules 2025 dataset
Level of theory: the ωB97M-V functional and the def2-TZVPD basis

Properties
Orbital gap (spin up / spin down)   3.58 / 3.39 eV
Calculated total energy   -824.16111 Ha
E_HOMO (spin up / spin down)   -0.322 / -0.319 Ha
LUMO (spin up / spin down)   -5.2 / -5.3 eV
Max |F|   3.81 eV/Å

The geometry in XYZ format:
```
37
Properties=species:S:1:pos:R:3:nbo_charge:R:1
O -1.240 0.326 0.820 -0.36
O -0.634 -1.688 1.203 -0.38
O -0.443 2.185 3.585 0.01
O 0.842 -0.172 0.902 -0.37
O -1.705 2.116 4.046 -0.02
N -0.344 -0.507 0.982 0.70
C -0.969 1.786 6.842 -0.40
C 2.665 1.687 8.275 -0.39
C -0.972 3.122 6.104 -0.42
C -1.948 4.515 4.238 -0.41
C 1.541 1.766 7.251 -0.39
C -1.979 3.172 4.964 0.06
C 0.153 1.688 7.879 -0.39
C 5.169 1.776 8.623 -0.60
C 4.035 1.818 7.615 -0.39
C -3.004 4.619 3.154 -0.62
H -1.944 1.629 7.319 0.21
H -2.062 5.329 4.968 0.22
H 0.014 3.305 5.663 0.23
H -2.879 3.827 2.411 0.22
H 0.044 2.490 8.619 0.19
H -2.964 5.579 2.633 0.23
H 5.152 0.842 9.189 0.20
H 2.602 0.747 8.837 0.20
H -2.992 2.973 5.345 0.21
H -0.869 0.974 6.110 0.21
H 5.077 2.589 9.346 0.20
H 0.069 0.758 8.455 0.21
H -4.008 4.514 3.571 0.21
H 6.148 1.862 8.145 0.21
H 4.070 2.752 7.037 0.19
H 1.648 2.695 6.680 0.19
H 2.538 2.474 9.029 0.19
H 1.658 0.968 6.507 0.20
H -0.947 4.633 3.802 0.22
H 4.154 1.024 6.865 0.20
H -1.157 3.943 6.808 0.22
```

***

> Which of these has the highest max |F|?

C10H21NO5

***

> Look up the max |F| of the second one.

0.54 eV/Å

***

Repeat the second record exactly.
Formula: C24H23NO5
Source: the Open Molecules 2025 dataset
Level of theory: the ωB97M-V functional and the def2-TZVPD basis

Properties
Orbital gap   8.71 eV
Calculated total energy   -1359.34905 Ha
SMILES   COc1ccc(CCNC(=O)c2ccccc2-c2ccccc2C(=O)O)cc1OC
E_HOMO   -0.304 Ha
LUMO   0.4 eV
Energy above the lowest of the compared OMol25 structures with the same formula, charge and spin   0.0 kcal per mole
Max |F|   0.54 eV/Å

The geometry in XYZ format:
```
53
Properties=species:S:1:pos:R:3:nbo_charge:R:1
O -4.125 -0.300 -1.659 -0.63
O 2.328 -1.072 -0.213 -0.68
O 3.122 0.962 3.006 -0.51
O 0.330 -2.021 -0.485 -0.62
O 1.635 -1.441 2.611 -0.53
N -2.427 -0.854 -0.261 -0.63
C -3.041 -0.814 -1.462 0.65
C -0.874 1.025 1.730 -0.02
C -2.770 -2.628 -3.161 -0.18
C -0.356 2.567 -2.274 -0.17
C 3.815 2.166 3.216 -0.25
C 1.131 2.210 2.364 -0.28
C 2.640 -1.659 3.579 -0.24
C -2.005 -3.335 -4.071 -0.21
C -0.177 2.211 1.920 -0.20
C 1.242 1.375 -0.949 -0.14
C 1.076 -1.083 -0.666 0.80
C -2.242 -1.520 -2.515 -0.05
C -0.944 -1.097 -2.802 -0.07
C -0.182 -1.818 -3.713 -0.19
C 1.107 -0.184 2.450 0.32
C 0.665 0.169 -1.335 -0.22
C -0.912 1.371 -2.691 -0.24
C 1.806 1.022 2.619 0.21
C -0.706 -2.936 -4.337 -0.20
C -0.215 -0.158 2.019 -0.28
C -2.299 1.103 1.249 -0.42
C -2.982 -0.225 0.911 -0.23
C -0.403 0.159 -2.240 0.10
C 0.736 2.570 -1.421 -0.23
H 4.814 1.874 3.537 0.20
H 3.891 2.755 2.297 0.18
H -2.930 -0.912 1.760 0.19
H 1.182 3.504 -1.113 0.22
H -0.697 -1.117 1.914 0.23
H 1.636 3.154 2.492 0.22
H 2.390 -1.176 4.527 0.18
H 3.348 2.771 4.000 0.18
H -0.770 3.501 -2.626 0.22
H -1.749 1.366 -3.373 0.23
H 0.825 -1.491 -3.935 0.21
H -2.327 1.736 0.358 0.22
H -2.419 -4.200 -4.568 0.21
H -2.894 1.603 2.019 0.22
H -4.033 -0.026 0.682 0.24
H 2.673 -2.739 3.724 0.19
H 2.071 1.360 -0.260 0.23
H 2.473 -1.844 0.360 0.51
H -3.781 -2.932 -2.935 0.22
H 3.615 -1.302 3.242 0.19
H -0.662 3.154 1.715 0.21
H -0.101 -3.491 -5.038 0.21
H -1.526 -1.311 -0.197 0.43
```